Arrangement P

Here is C27H27As2N3O12RhS2 as an isolated structure from the Open Molecules 2025 dataset. Energies are from ωB97M-V/def2-TZVPD.

Each line ends with the Löwdin spin population.
Geometry (Å):
Rh  0.21206  0.28230  -0.26647  2.4754
S  -1.47126  0.77755  -2.13764  0.5850
C  -0.80202  -0.64064  -2.70690  0.0299
N  0.33174  -1.09886  -2.15565  0.1627
C  0.73221  -2.24386  -2.73475  0.0755
C  1.91610  -2.94742  -2.42790  0.0432
C  2.19039  -4.08300  -3.13060  0.0229
C  1.30521  -4.55827  -4.13152  0.1061
C  0.14570  -3.89365  -4.45298  -0.0124
C  -0.13771  -2.71796  -3.76115  0.1142
S  -1.46103  -1.64709  -3.95747  0.0323
H  2.57504  -2.56977  -1.65733  0.0009
H  3.09271  -4.64228  -2.92408  -0.0002
H  1.55689  -5.46764  -4.66054  0.0053
H  -0.51518  -4.26273  -5.22440  -0.0025
C  2.64872  1.94499  -2.97690  0.0001
C  2.45130  2.45631  -1.59651  0.0081
N  1.68809  1.91139  -0.66715  0.0760
C  1.81368  2.68186  0.46751  0.0041
C  2.66768  3.71305  0.21453  0.0002
N  3.05901  3.54441  -1.08719  0.0029
C  3.21345  4.87393  0.97652  0.0003
O  2.76634  5.05396  2.19694  0.0007
O  4.00495  5.59640  0.42476  0.0006
C  1.05042  2.31989  1.69216  0.0127
O  1.18755  2.96372  2.72141  0.0150
O  0.30627  1.26943  1.55959  0.1496
H  1.83057  1.27525  -3.23415  0.0002
H  3.58534  1.39109  -3.05480  -0.0001
H  2.67554  2.76173  -3.69686  -0.0001
H  3.70271  4.17759  -1.54253  0.0007
H  2.08234  4.37226  2.45033  0.0004
C  3.45517  -4.82380  6.63154  0.0000
O  2.46569  -4.97506  5.59256  0.0000
C  2.15171  -3.86907  4.93140  0.0001
O  2.56579  -2.76685  5.19974  0.0002
C  1.20213  -4.07843  3.79204  0.0003
C  1.08894  -5.24895  3.17410  0.0001
As  0.00690  -5.71882  1.61124  0.0000
C  1.45634  -5.66332  0.29760  0.0000
C  -0.83165  -3.99496  1.19968  -0.0001
C  -0.71470  -2.83586  1.84670  0.0005
As  0.42585  -2.32557  3.38317  0.0004
C  1.94274  -1.70187  2.29719  0.0074
C  -1.66037  -1.73948  1.48028  0.0083
O  -1.51370  -0.91668  0.58567  0.0580
O  -2.74301  -1.75717  2.22373  0.0062
C  -3.68645  -0.67791  2.00964  0.0002
C  -1.72800  -4.09283  -0.00832  0.0002
O  -1.34508  -3.71998  -1.09074  0.0018
O  -2.93631  -4.64194  0.11627  0.0002
C  -3.42552  -5.08648  1.39622  0.0000
C  1.93193  -6.45708  3.51803  0.0000
O  3.01183  -6.59709  3.01441  0.0000
O  1.39025  -7.42116  4.26601  0.0000
C  0.15514  -7.17605  4.95140  0.0000
H  3.58640  -5.81523  7.05059  0.0000
H  3.09917  -4.12354  7.38322  0.0000
H  4.38574  -4.46108  6.20183  0.0000
H  2.16586  -6.44495  0.56294  0.0000
H  1.95185  -4.69586  0.31028  0.0000
H  1.03252  -5.86080  -0.68440  0.0000
H  2.26792  -2.47541  1.60365  -0.0002
H  2.74788  -1.45376  2.98586  0.0004
H  1.65916  -0.79395  1.76312  0.0061
H  -4.44325  -0.80796  2.77427  0.0000
H  -4.11792  -0.76125  1.01478  0.0002
H  -3.18201  0.27897  2.12086  0.0000
H  -4.49387  -5.22123  1.26296  0.0000
H  -3.24211  -4.34294  2.16820  0.0000
H  -2.96832  -6.03827  1.66300  0.0000
H  -0.03718  -8.07593  5.52639  0.0000
H  -0.66157  -7.02103  4.24440  0.0000
H  0.24854  -6.32359  5.62043  0.0000

⟨S²⟩ = 6.0466
2S+1 = 5
Net charge = +1
Orbital gap (spin up / spin down) = 0.314 / 0.189 Ha

***

Arrangement Q

Here is C27H27As2N3O12RhS2 as an isolated structure from the Open Molecules 2025 dataset. Energies are from ωB97M-V/def2-TZVPD.

Each line ends with the Löwdin spin population.
Geometry (Å):
Rh  1.37125  -2.00569  1.36032  2.4517
S  0.91103  -2.17200  3.89217  0.5778
C  -0.06271  -3.41075  3.31994  0.0333
N  -0.07049  -3.64459  1.99510  0.2006
C  -0.87321  -4.67896  1.67057  0.0595
C  -1.07121  -5.18517  0.36801  0.0411
C  -1.91272  -6.24818  0.21759  0.0142
C  -2.56906  -6.82662  1.33443  0.0956
C  -2.38946  -6.35287  2.61283  -0.0122
C  -1.53031  -5.26626  2.78229  0.0995
S  -1.08482  -4.45856  4.23226  0.0262
H  -0.54770  -4.73629  -0.46553  0.0012
H  -2.08270  -6.66553  -0.76543  -0.0006
H  -3.22642  -7.67091  1.17523  0.0047
H  -2.89416  -6.80811  3.45341  -0.0022
C  -0.86382  -1.92047  -2.00394  -0.0001
C  0.62350  -1.92040  -1.95258  0.0065
N  1.37004  -2.05316  -0.87186  0.0584
C  2.68547  -2.03204  -1.28126  0.0014
C  2.73233  -1.89742  -2.63059  -0.0004
N  1.42455  -1.83687  -3.03340  0.0011
C  3.79813  -1.74963  -3.66142  0.0002
O  5.04635  -1.78514  -3.24239  0.0008
O  3.46794  -1.61825  -4.81207  0.0004
C  3.76835  -2.19118  -0.28280  0.0141
O  4.93892  -2.06828  -0.61533  0.0207
O  3.36581  -2.42499  0.92795  0.1759
H  -1.26398  -1.81587  -0.99686  -0.0002
H  -1.23831  -2.85122  -2.43276  -0.0001
H  -1.23877  -1.09994  -2.61571  0.0000
H  1.16921  -1.67819  -3.99948  0.0006
H  5.09434  -1.92834  -2.25866  0.0004
C  -4.84883  3.98445  2.76620  0.0000
O  -3.68911  3.87844  1.91382  0.0000
C  -2.88437  2.84433  2.13205  0.0001
O  -3.02422  2.02923  3.01168  0.0004
C  -1.74752  2.75180  1.16213  0.0011
C  -1.87291  3.17405  -0.09458  0.0012
As  -0.56203  3.11537  -1.54408  0.0004
C  -1.28241  1.53691  -2.46133  0.0003
C  0.94648  2.21460  -0.67571  0.0016
C  1.02267  1.72640  0.55618  0.0000
As  -0.33823  1.67018  1.98549  0.0023
C  -1.14295  -0.02042  1.37485  0.0400
C  2.26552  1.04014  1.01378  0.0129
O  2.22998  0.08551  1.78547  0.0420
O  3.38554  1.55155  0.57866  0.0097
C  4.63036  0.96442  1.06399  0.0005
C  2.02350  1.93965  -1.70698  0.0001
O  1.99710  0.89717  -2.30888  0.0001
O  2.89023  2.89577  -2.02449  0.0001
C  2.87338  4.14243  -1.30835  0.0000
C  -3.19925  3.66217  -0.64607  0.0001
O  -4.02216  2.85945  -0.98876  0.0002
O  -3.37639  4.96467  -0.86692  0.0000
C  -2.43466  5.91288  -0.33848  0.0000
H  -5.12903  5.03185  2.75262  0.0000
H  -4.60584  3.65407  3.77129  0.0000
H  -5.64701  3.37137  2.35360  0.0000
H  -2.36485  1.64713  -2.50880  0.0000
H  -1.01505  0.63529  -1.91431  0.0000
H  -0.86615  1.49937  -3.46487  0.0000
H  -1.59589  0.09481  0.39130  0.0008
H  -1.88483  -0.35256  2.09871  0.0006
H  -0.35552  -0.77338  1.28319  0.0147
H  5.36977  1.74700  0.94280  0.0000
H  4.87605  0.09570  0.45702  0.0002
H  4.51772  0.67837  2.10407  0.0002
H  3.83075  4.60961  -1.51205  0.0000
H  2.76727  3.97657  -0.23819  0.0000
H  2.06995  4.77596  -1.68110  0.0000
H  -2.98338  6.84060  -0.21394  0.0000
H  -1.62084  6.06084  -1.04672  0.0000
H  -2.05023  5.58808  0.62566  0.0000

⟨S²⟩ = 6.0430
2S+1 = 5
Net charge = +1
Orbital gap (spin up / spin down) = 0.315 / 0.196 Ha

***

Relative energies in hartree: arrangement P 0.0000; arrangement Q 0.0052